Entry 1:
Here is 3 unconnected molecules or ions with the total composition C5H20N3O2 from OMol25. Energies are from wB97M-V/def2-TZVPD.

Properties
Charge = +1
Max |F| = 0.07580 Eh/bohr
Gap between HOMO and LUMO = 8.313 eV
Electronic energy = -516.9717 a.u.
ΔE to the lowest compared entry with this formula, charge and spin = 39.0 kcal per mole

Geometry as XYZ:
```
30
C5H20N3O2 wB97M-V/def2-TZVPD
H -2.24 -0.33 -2.32
C 0.81 1.08 0.15
N -1.85 -2.40 0.71
H 1.45 0.36 -3.58
H 1.66 1.31 -0.54
H 1.96 -0.56 2.06
O 1.92 -0.06 -2.84
H -2.65 -2.98 0.54
H 0.88 2.18 2.15
H -0.82 0.82 -2.36
O -1.58 2.54 1.98
H -0.54 -0.81 -2.85
C 0.91 1.21 1.61
N 2.11 0.45 2.18
H -1.55 -0.05 -0.09
H -2.28 2.20 2.54
C -1.06 -2.08 -0.50
H -0.18 -2.74 -0.58
H -1.24 -2.66 1.47
H 1.27 -0.50 -0.88
H 2.40 -0.80 -3.23
C -1.17 -0.22 -2.20
C -0.83 -0.59 -0.69
H 2.99 0.75 1.76
H 0.11 1.81 -0.32
N 0.52 -0.33 -0.22
H 2.15 0.74 3.15
H 0.01 0.74 2.06
H -1.74 -2.56 -1.28
H -1.43 3.49 2.12
```

***

Entry 2:
Here is 6 unconnected molecules or ions with the total composition C5H20NO6 from OMol25. Energies are from wB97M-V/def2-TZVPD.

Properties
Charge = +1
Max |F| = 0.01755 Eh/bohr
Gap between HOMO and LUMO = 11.076 eV
Electronic energy = -708.5140 a.u.
ΔE to the lowest compared entry with this formula, charge and spin = 0.0 kcal per mole

Geometry as XYZ:
```
32
C5H20NO6 wB97M-V/def2-TZVPD
H 2.88 0.48 0.72
H -1.60 1.06 -1.66
H 0.45 2.08 1.54
H 0.40 -0.63 2.68
O -1.34 3.12 0.21
H 0.81 -1.83 -2.62
C 0.18 -0.06 1.79
N 1.17 0.02 -0.42
H -0.87 0.22 1.87
H -0.96 1.62 -2.97
O -0.87 -1.39 -1.38
H -0.18 -3.92 2.20
H -1.81 3.94 0.06
H 2.18 -1.73 -3.37
H 2.21 1.88 -0.06
O -2.46 0.66 0.00
H 1.68 1.32 2.56
H 1.75 -0.52 -1.08
H 1.05 -1.73 0.75
H 0.51 0.55 -1.00
C 1.94 0.95 0.44
H -1.00 2.82 -0.65
O 1.74 -1.63 -2.51
H -0.23 -4.49 0.77
C 1.07 1.20 1.67
C 0.42 -0.88 0.52
H -1.63 -1.81 0.43
C -0.83 -1.41 -0.18
O -0.18 -3.66 1.27
H -2.19 1.54 0.35
O -0.88 1.60 -2.00
H -3.41 0.63 0.08
```

***

Entry 3:
Here is a molecular structure, C5H20NaO5 from OMol25. Energies are from wB97M-V/def2-TZVPD.

Properties
Charge = +1
Max |F| = 0.00877 Eh/bohr
Gap between HOMO and LUMO = 11.275 eV
Electronic energy = -740.7887 a.u.
ΔE to the lowest compared entry with this formula, charge and spin = 1.5 kcal per mole

Geometry as XYZ:
```
31
C5H20NaO5 wB97M-V/def2-TZVPD
H 2.78 0.87 -2.09
O -1.82 1.23 -1.77
H 2.68 -1.50 -0.43
H -1.40 -1.23 2.25
H 1.22 0.26 -2.66
H -3.49 2.43 -1.37
O 1.77 -1.50 -0.10
O -1.57 -1.38 1.32
H 2.26 2.11 2.96
H -2.98 -2.69 2.16
H -1.80 1.36 -2.72
C -3.18 1.38 -1.33
C -2.67 -2.31 1.19
O 1.08 1.94 -1.52
H 1.28 -3.51 0.07
H 2.87 1.83 1.30
O 0.81 1.54 1.57
H 1.91 1.70 -3.41
H 1.64 2.68 -1.26
H 0.51 2.46 1.58
H -2.34 -3.15 0.58
H -3.52 -1.83 0.71
H -3.86 0.78 -1.92
H 2.47 -2.93 1.26
C 1.57 -2.66 0.70
H -3.21 1.06 -0.29
C 1.81 1.16 -2.47
H 2.36 0.47 2.32
Na -0.15 0.34 -0.09
C 2.15 1.50 2.06
H 0.78 -2.45 1.41
```

***

Entry 4:
Here is 5 unconnected molecules or ions with the total composition C5H20O5 from OMol25. Energies are from wB97M-V/def2-TZVPD.

Properties
Max |F| = 0.04009 Eh/bohr
Gap between HOMO and LUMO = 10.390 eV
Electronic energy = -578.5626 a.u.
SMILES = CO.CO.CO.CO.CO
ΔE to the lowest compared entry with this formula, charge and spin = 65.3 kcal per mole

Geometry as XYZ:
```
30
C5H20O5 wB97M-V/def2-TZVPD
O -4.13 -3.62 4.03
H 2.99 -1.09 1.89
H 3.95 0.28 2.57
O -2.27 -1.69 0.00
H -0.67 3.64 -3.10
H 2.84 0.70 -5.13
H -0.38 3.95 -1.44
C -1.18 3.73 -2.14
H -4.57 -3.27 3.25
O 3.62 0.37 -3.29
H -0.28 -2.30 0.06
O -2.13 4.76 -2.18
H 4.61 -0.69 1.37
H 2.69 1.46 1.17
H 2.69 -0.94 -4.42
C -0.87 -1.38 0.07
H 3.38 0.40 -2.36
C -3.50 -2.54 4.64
H -4.17 -2.04 5.35
H -0.55 -0.72 -0.73
H -2.57 -1.85 -0.89
C 2.56 0.13 -4.24
H -2.50 4.88 -1.31
H -1.52 2.76 -1.80
H -2.62 -2.79 5.22
C 3.66 -0.25 1.67
O 3.10 0.70 0.74
H -0.68 -0.89 1.02
H 1.51 0.19 -3.96
H -3.00 -1.90 3.92
```

***

Entry 5:
Here is 5 unconnected molecules or ions with the total composition C5H20O5 from OMol25. Energies are from wB97M-V/def2-TZVPD.

Properties
Max |F| = 0.02859 Eh/bohr
Gap between HOMO and LUMO = 10.118 eV
Electronic energy = -578.5862 a.u.
SMILES = CO.CO.CO.CO.CO
ΔE to the lowest compared entry with this formula, charge and spin = 50.5 kcal per mole

Geometry as XYZ:
```
30
C5H20O5 wB97M-V/def2-TZVPD
C -3.44 -1.97 -1.93
O 0.09 0.57 1.47
H 2.97 2.50 -2.48
H 0.83 4.50 2.64
H -3.86 -0.97 -1.78
H 0.85 0.66 0.88
H 2.10 3.08 -1.06
C 1.44 3.68 2.25
H -3.69 -2.32 -2.94
H 3.34 3.52 1.93
H 1.24 2.15 -2.28
H -1.98 0.47 1.34
H -1.19 -0.72 0.46
O 0.66 -4.69 0.80
H 1.33 3.73 1.16
H 0.98 2.78 2.67
H -3.98 -2.63 -1.24
C -0.38 -3.77 0.48
C 2.20 2.24 -1.76
H 0.36 -5.21 1.55
H -1.59 -1.74 -2.44
H -1.20 -4.20 -0.10
O 2.79 3.86 2.64
C -1.09 0.35 0.73
H -0.83 -3.36 1.40
H 2.60 0.36 -1.60
O -2.06 -1.98 -1.63
O 2.54 1.10 -0.98
H 0.08 -2.91 0.01
H -1.10 0.91 -0.21
```

***

Entry 6:
Here is 5 unconnected molecules or ions with the total composition C5H21NO5 from OMol25. Energies are from wB97M-V/def2-TZVPD.

Properties
Max |F| = 0.04537 Eh/bohr
Gap between HOMO and LUMO = 10.017 eV
Electronic energy = -634.0167 a.u.
SMILES = CC(C)CNCO.O.O.O.O
ΔE to the lowest compared entry with this formula, charge and spin = 28.4 kcal per mole

Geometry as XYZ:
```
32
C5H21NO5 wB97M-V/def2-TZVPD
H 1.13 -0.66 -0.04
C 1.96 -0.81 1.82
H -0.98 -0.84 -1.34
C -1.72 0.25 0.05
C 2.64 0.72 -0.06
H 0.71 3.01 -2.92
H 2.34 1.50 -0.76
H -0.70 1.12 -4.16
C 0.38 1.06 1.12
H 3.28 0.02 -0.59
H 2.02 -0.35 2.81
H 0.81 2.06 1.19
H -2.31 -2.67 -0.55
H -2.14 0.04 1.03
C 1.47 0.09 0.68
H -0.96 2.15 -0.11
O 0.27 3.13 -2.04
N -0.66 1.20 0.05
H -0.21 0.71 1.97
H 0.52 2.36 -1.50
H 3.31 1.16 0.71
O -3.16 -3.14 -0.67
O -1.08 -1.99 3.08
H -2.54 0.71 -0.53
O -0.22 0.37 -3.83
O -1.36 -1.02 -0.47
H -0.63 -1.80 2.26
H -1.56 -2.78 2.83
H 2.83 -1.42 1.57
H 1.29 -1.67 2.01
H -3.83 -2.53 -0.39
H -0.88 0.04 -3.21
```